Density functional theory data (ωB97M-V/def2-TZVPD) for an isolated molecule of C4H9NO.

Geometry as XYZ:
```
15
Properties=species:S:1:pos:R:3:forces:R:3
C 1.43937 0.45839 1.32324 0.1 0.1 0.1
N 0.63557 -0.00502 0.21288 0.0 -0.1 0.1
C -1.50050 -1.49065 -0.62270 0.0 -0.3 -0.1
C 0.51716 0.82200 -0.98282 0.1 0.1 -0.2
C -0.61682 0.62577 -0.04060 0.0 0.2 0.1
O -1.74524 -0.14393 -0.27096 0.0 0.0 0.0
H 2.46642 0.10218 1.19950 -0.1 0.1 0.0
H 1.03648 0.03426 2.24850 0.1 0.1 -0.1
H 1.45925 1.55681 1.42024 0.0 -0.1 0.0
H -0.88041 -1.99209 0.12689 -0.1 0.0 -0.1
H -2.48008 -1.96923 -0.67610 0.1 0.1 0.0
H -1.00145 -1.58066 -1.59816 -0.1 0.0 0.1
H 0.57360 0.29151 -1.93092 0.0 0.1 0.2
H 0.99362 1.80484 -0.97893 -0.1 -0.2 0.0
H -0.89696 1.48581 0.56994 0.1 -0.1 -0.1
```
Forces are in eV/Å.

Values from the calculation:
- LUMO level (eV) = 1.1
- energy above the lowest of the compared OMol25 structures with the same formula, charge and spin (kcal per mole) = 61.5
- total charge = 0
- SMILES = CO[C@@H]1CN1C
- HOMO level (eV) = -9.0430
- Kohn-Sham gap (eV) = 10.157
- M (g/mol) = 87.1


Density functional theory data (ωB97M-V/def2-TZVPD) for a cluster of 2 separate species, C45H46F3N4O in total.

Geometry as XYZ:
```
99
Properties=species:S:1:pos:R:3:forces:R:3
C -3.64900 -0.93197 -4.02636 -0.3 -0.3 0.3
N -2.23556 -0.68356 -4.31793 2.3 -2.9 -0.2
C -1.92278 0.53677 -5.07253 0.5 0.4 0.3
C -1.31812 -1.68239 -4.11323 -3.1 2.8 -0.8
C 0.08023 -1.51693 -4.16900 1.8 0.5 -0.2
C 0.69448 -0.28422 -3.84648 -0.6 -0.5 0.0
C 2.05054 -0.13151 -3.96091 0.5 0.1 0.0
C 2.84680 -1.18791 -4.37721 -0.3 0.0 -0.1
C 4.33772 -0.97697 -4.57289 -1.2 -0.3 0.3
F 4.97295 -2.15752 -4.42859 0.3 0.9 -0.2
F 4.52990 -0.49254 -5.81676 0.5 -0.2 0.7
F 4.78177 -0.09440 -3.65445 0.4 -0.5 -0.7
C 2.26885 -2.41607 -4.65795 0.6 -0.1 -0.1
C 0.91693 -2.59621 -4.53889 -1.0 0.5 0.2
H -4.25993 -0.08725 -4.33710 0.2 0.0 0.0
H -3.99153 -1.82408 -4.55052 0.0 0.0 0.0
H -3.78535 -1.07258 -2.95467 0.1 0.1 0.0
H -2.75808 0.80640 -5.71657 -0.1 -0.2 0.2
H -1.72791 1.36114 -4.38893 -0.1 0.1 0.0
H -1.04940 0.37709 -5.70592 0.0 0.0 0.2
H -1.70703 -2.68063 -3.99136 -0.4 -0.1 0.5
H 0.09409 0.50917 -3.43724 -0.1 0.2 0.0
H 2.51747 0.80676 -3.71648 0.0 0.2 0.1
H 2.90491 -3.22836 -4.96509 0.0 -0.2 0.0
H 0.47683 -3.55370 -4.75395 -0.1 -0.3 -0.1
C 1.68066 -5.25151 2.62723 0.0 -0.5 0.0
C 1.42433 -3.83486 2.27441 0.1 0.2 -0.1
C 1.42587 -2.87544 3.26907 0.0 0.1 -0.3
C 1.20415 -1.54425 2.98470 -0.2 0.5 -0.1
C 1.25395 -0.55475 4.09389 0.0 0.4 0.4
C 0.96622 -1.16512 1.65763 -0.2 -0.8 0.0
N 0.65144 0.20516 1.34818 0.3 1.4 -0.3
C 1.48897 1.30179 1.60831 -0.6 0.2 0.0
C 2.82436 1.22584 2.21110 0.4 -0.1 0.1
C 3.22412 2.20988 3.11267 -0.5 0.1 -0.2
C 4.44277 2.12920 3.74893 0.1 0.1 0.1
C 5.28874 1.06856 3.49044 0.2 0.0 0.1
C 4.91837 0.09335 2.58395 0.1 -0.1 0.0
C 3.70069 0.17192 1.94235 -0.4 0.2 -0.2
N 0.89554 2.42687 1.28427 1.0 -0.7 0.4
N -0.28049 2.08341 0.74942 -1.2 -2.1 -0.4
C -1.09928 3.07775 0.09542 -0.5 0.5 -0.1
C -0.50702 3.88019 -0.88207 0.1 -0.2 0.2
C 0.93392 3.72003 -1.20883 0.6 0.1 -0.3
C -1.26821 4.84774 -1.51299 -0.1 -0.2 0.2
C -2.60345 5.03239 -1.19347 0.0 -0.1 0.2
C -3.40207 6.09697 -1.85300 -0.4 0.2 -0.2
C -3.17253 4.23828 -0.21148 0.4 0.0 -0.3
C -2.43640 3.27278 0.45103 0.4 -0.3 0.1
C -3.06453 2.47891 1.53527 -0.4 -0.2 0.3
C -0.47856 0.71841 0.78232 0.8 1.3 0.3
C -1.62406 -0.01860 0.19813 -1.8 -2.8 1.8
O -1.98770 0.26774 -0.95728 0.3 1.2 -2.4
C -2.28625 -1.06154 0.90895 1.6 1.6 -0.4
C -3.32781 -1.84087 0.17730 -0.2 0.1 0.1
C -2.05912 -1.34791 2.30754 -0.1 -0.1 0.6
C -1.77137 -0.32049 3.22415 -0.1 -0.5 -0.5
C -1.68854 -0.57532 4.56869 0.0 -0.2 0.3
C -1.82914 -1.86687 5.04221 0.0 0.0 0.3
C -2.07591 -2.90443 4.16098 0.0 0.0 0.2
C -2.20998 -2.65432 2.81717 0.1 0.6 -0.4
C 0.99767 -2.11767 0.63428 -0.2 0.5 0.2
C 0.77465 -1.73192 -0.78295 0.0 0.1 -0.5
C 1.21716 -3.44201 0.96248 0.0 0.1 0.3
H 1.57307 -5.89702 1.75624 0.0 -0.1 0.0
H 2.69179 -5.37091 3.01858 0.0 -0.1 0.0
H 0.97806 -5.58537 3.39133 0.0 -0.1 0.0
H 1.60587 -3.16863 4.28798 0.0 0.0 0.3
H 0.72636 0.36163 3.82885 0.1 0.0 0.2
H 0.79570 -0.95774 4.99733 0.0 0.0 -0.1
H 2.28286 -0.29322 4.33853 0.1 0.0 0.0
H 2.55553 3.02832 3.31780 -0.1 0.2 0.1
H 4.73694 2.89437 4.44932 0.0 0.1 0.1
H 6.24347 1.00831 3.98798 0.1 0.0 0.1
H 5.57937 -0.73589 2.38752 0.1 -0.1 -0.1
H 3.41675 -0.58181 1.22842 0.0 -0.2 -0.1
H 1.21663 4.29410 -2.09055 -0.1 0.0 0.0
H 1.55751 4.05866 -0.38102 0.0 -0.1 -0.1
H 1.17179 2.67335 -1.39728 0.1 -0.1 0.0
H -0.81046 5.46791 -2.26431 0.2 0.2 -0.2
H -4.45577 6.01433 -1.58300 0.0 0.1 0.0
H -3.05088 7.08175 -1.54264 0.0 0.1 -0.1
H -3.32439 6.02854 -2.93872 0.0 0.1 0.0
H -4.21057 4.37475 0.03995 -0.2 0.0 0.1
H -4.08154 2.81190 1.74168 0.1 0.1 0.0
H -3.12086 1.42959 1.25249 0.0 -0.1 0.1
H -2.49293 2.56913 2.45909 0.0 -0.1 0.1
H -3.94533 -2.42529 0.86400 0.1 0.0 -0.1
H -3.99632 -1.17495 -0.37299 0.1 0.1 -0.1
H -2.87422 -2.52574 -0.54047 0.0 -0.2 -0.3
H -1.59167 0.67200 2.85183 -0.3 0.2 0.1
H -1.47374 0.22906 5.25197 0.0 0.2 0.2
H -1.73510 -2.06529 6.09657 0.0 0.0 0.2
H -2.16355 -3.91208 4.53309 0.0 -0.2 0.1
H -2.38799 -3.47048 2.13708 -0.1 -0.1 -0.1
H 1.38460 -2.33650 -1.45444 0.1 -0.1 0.0
H -0.26846 -1.86600 -1.06983 -0.1 0.1 0.0
H 1.03047 -0.68520 -0.94552 -0.1 0.0 -0.2
H 1.22704 -4.18336 0.18377 0.0 -0.2 -0.3
```
Forces are in eV/Å.

Values from the calculation:
- LUMO level (eV) = -4.6
- energy above the lowest of the compared OMol25 structures with the same formula, charge and spin (kcal per mole) = 1.7
- total charge = +1
- HOMO level (eV) = -8.4275
- Kohn-Sham gap (eV) = 3.789
- M (g/mol) = 715.9


Density functional theory data (ωB97M-V/def2-TZVPD) for an isolated molecule of C18H19FN2O2S.

Geometry as XYZ:
```
43
Properties=species:S:1:pos:R:3:forces:R:3
C -5.09392 -0.95470 1.55228 0.1 0.1 0.1
C -4.51415 0.43736 1.29662 -0.2 0.0 -0.1
C -3.74075 0.45817 -0.00582 -0.3 0.3 0.3
O -4.16852 1.03756 -0.98248 0.0 -0.1 0.0
C -2.46101 -0.28066 -0.05521 0.6 -0.3 -0.3
C -1.90245 -0.52720 -1.31168 0.1 -0.1 0.1
C -0.69978 -1.17542 -1.42626 -0.2 0.0 0.0
C 0.05296 -1.58827 -0.31270 -0.4 0.1 0.0
C -0.54982 -1.37550 0.93419 0.2 -0.1 -0.1
C -1.76460 -0.73748 1.06226 -0.3 0.2 -0.2
H -2.14320 -0.56689 2.05712 -0.1 0.0 0.1
H -0.04049 -1.67382 1.83482 0.1 0.0 0.1
N 1.27696 -2.21434 -0.47056 0.0 -0.4 -0.2
C 2.26775 -1.61594 -1.34309 0.2 0.1 -0.1
H 1.78560 -1.05888 -2.14009 0.0 -0.1 0.0
H 2.85807 -2.41891 -1.79439 0.0 0.1 0.0
C 3.18813 -0.66966 -0.51764 0.2 0.0 -0.2
N 2.67048 -0.53756 0.81956 0.2 -0.2 0.1
C 1.98702 0.50864 1.35180 0.1 0.0 0.4
O 1.62980 0.49757 2.51966 -0.1 0.1 0.1
C 1.67924 1.68624 0.51892 -0.3 0.4 -0.5
C 1.60442 2.96144 1.00890 0.2 -0.4 0.0
C 1.12744 3.89406 0.06836 -0.1 0.1 -0.1
C 0.81035 3.31784 -1.12036 0.1 -0.4 -0.1
S 1.10594 1.63074 -1.12046 0.1 0.5 0.4
H 0.41455 3.77704 -2.00424 -0.1 0.2 -0.2
H 1.01465 4.94375 0.27078 0.0 0.2 0.0
H 1.89214 3.20644 2.01513 0.0 0.0 0.2
C 2.67678 -1.79819 1.52966 -0.1 0.0 0.3
H 3.70997 -2.11644 1.70168 -0.1 0.0 0.0
C 1.91589 -2.84081 0.66556 0.0 -0.1 0.0
H 1.17095 -3.37793 1.25188 0.1 0.0 0.0
H 2.61923 -3.57558 0.26216 -0.1 0.0 0.1
H 2.19798 -1.63158 2.49539 0.1 -0.1 -0.1
H 4.19352 -1.09907 -0.43697 0.0 0.1 0.0
H 3.27536 0.30664 -0.99024 0.1 -0.1 0.0
F -0.24509 -1.42837 -2.68119 0.0 0.0 0.2
H -2.43036 -0.21390 -2.19909 0.0 0.0 -0.1
H -5.32688 1.16111 1.21428 0.1 0.0 0.0
H -3.86644 0.73522 2.12207 0.0 0.0 0.0
H -5.66257 -0.95788 2.47946 0.0 -0.1 0.0
H -5.75929 -1.23668 0.73943 -0.1 -0.1 0.0
H -4.30510 -1.69978 1.62346 0.0 -0.1 0.0
```
Forces are in eV/Å.

Values from the calculation:
- LUMO level (eV) = 0.4
- energy above the lowest of the compared OMol25 structures with the same formula, charge and spin (kcal per mole) = 31.8
- total charge = 0
- SMILES = CCC(=O)c1ccc(N2CCN(C(=O)c3cccs3)CC2)c(F)c1
- HOMO level (eV) = -8.1384
- Kohn-Sham gap (eV) = 8.579
- M (g/mol) = 346.4


Density functional theory data (ωB97M-V/def2-TZVPD) for a structure of composition C5H9N3.

Geometry as XYZ:
```
17
Properties=species:S:1:pos:R:3:forces:R:3
C -1.11230 -1.44127 0.95004 0.1 0.0 -0.1
N -0.07485 -0.63062 0.32328 0.0 0.2 -0.1
C -0.50208 0.36856 -0.56796 -0.5 0.1 -0.2
C 1.22494 -1.11038 0.27211 0.0 0.0 0.0
C 0.98686 2.12604 0.20535 -0.2 -0.3 -0.1
C -1.54912 0.51873 -1.40468 1.2 0.8 0.6
N 0.11539 1.64858 -0.58962 1.5 0.6 1.0
N 2.18021 -0.78890 -0.49804 -0.1 0.0 0.0
H 1.90800 -0.12903 -1.22592 -0.1 0.0 0.1
H 1.41560 -1.85693 1.04221 0.0 0.0 0.0
H -1.56661 -2.14053 0.24156 0.0 0.0 0.0
H -0.67045 -2.00708 1.77037 0.0 0.0 0.0
H -1.89064 -0.79019 1.34706 0.0 0.0 0.0
H 1.36924 1.57237 1.05887 0.0 -0.2 -0.1
H 1.37273 3.12196 0.03604 -0.2 0.1 0.0
H -2.25905 -0.29439 -1.52689 -0.3 0.3 -0.2
H -0.94788 1.83308 -1.43379 -1.6 -1.5 -0.9
```
Forces are in eV/Å.

Values from the calculation:
- LUMO level (eV) = 0.4
- energy above the lowest of the compared OMol25 structures with the same formula, charge and spin (kcal per mole) = 107.6
- total charge = 0
- HOMO level (eV) = -8.6947
- Kohn-Sham gap (eV) = 9.144
- M (g/mol) = 111.1